[1]
Formula: C4H7NO2
Source: OMol25
Level of theory: the ωB97M-V functional and the def2-TZVPD basis

XYZ file:
```
14
Properties=species:S:1:pos:R:3
O 1.050 -0.093 -2.314
O 1.035 -0.862 1.483
N -1.136 -1.410 1.146
C 0.194 -0.430 -1.536
C -0.012 -0.677 0.895
C -0.137 0.327 -0.256
C 0.765 1.534 -0.061
H -1.191 0.632 -0.352
H -1.093 -2.062 1.915
H 1.793 1.200 0.092
H 0.455 2.114 0.814
H -0.418 -1.340 -1.714
H -2.044 -1.111 0.833
H 0.737 2.176 -0.945
```

Calculated total energy in eV: -9846.803
Max |F| in eV/Å: 0.60
Energy relative to the best compared isomer or geometry (same formula, charge and spin) in kJ/mol: 46.0
Structure (SMILES): C[C@@H](C=O)C(N)=O
E_HOMO in eV: -10.0

[2]
Formula: C34H68FN7O7
Source: OMol25
Level of theory: the ωB97M-V functional and the def2-TZVPD basis

XYZ file:
```
117
Properties=species:S:1:pos:R:3
F -0.634 -2.643 -4.668
O -3.787 -3.789 -0.306
O 2.840 1.494 1.029
O -3.474 4.494 3.295
O -1.078 1.959 -4.725
O 6.141 -3.080 -1.127
O -0.591 0.002 3.724
O -5.847 0.629 -2.742
N 1.280 2.421 -6.291
N -0.361 -2.871 -0.367
N 0.163 -5.135 -0.932
N 3.982 -4.870 -1.634
N -2.243 2.655 5.119
N 0.907 -3.470 -2.421
N 3.903 2.859 3.316
C -5.857 -2.382 1.145
C 4.043 1.034 1.629
C -2.253 -0.880 -4.552
C -5.280 -0.267 -2.151
C 5.572 3.091 1.559
C -2.689 -1.035 3.078
C 0.731 4.555 -5.255
C -1.612 0.045 2.686
C -3.433 -2.179 -2.138
C -4.840 -2.185 2.333
C -4.096 -2.769 -0.882
C 4.866 -5.483 0.552
C 0.248 3.461 -6.202
C -2.106 4.843 6.177
C -1.576 -4.073 -2.289
C 5.177 -5.356 -0.936
C -5.796 -0.826 -0.814
C -4.000 -0.947 -2.741
C 6.401 -4.472 -1.233
C 4.802 2.107 2.434
C -0.206 -3.813 -1.515
C -3.422 -0.289 -3.910
C 0.618 -0.574 3.233
C -1.696 4.006 4.969
C -2.263 -2.769 -2.781
C -5.268 -1.943 -0.245
C -4.325 5.461 3.885
C -4.097 -0.797 2.346
C -2.099 4.637 3.622
C 3.014 2.155 -0.213
C 6.207 -2.566 0.192
C -1.713 -2.117 -3.984
C -1.089 2.566 -3.443
C -1.121 2.873 -5.812
H 0.111 -1.976 -0.561
H 1.255 1.894 -5.419
H -1.860 3.661 -5.628
H 7.264 -4.757 -0.620
H -1.793 5.688 3.562
H -1.556 4.110 2.831
H 1.232 0.208 2.688
H 2.089 2.047 -0.783
H -1.589 4.491 7.073
H -3.176 4.781 6.385
H 4.165 -4.873 -2.635
H -1.846 5.895 6.034
H -2.294 -2.035 2.739
H -0.559 -5.464 -0.293
H 3.885 -3.880 -1.411
H -1.832 -0.376 -5.450
H 1.562 5.103 -5.704
H -3.244 2.712 4.937
H -6.133 -3.467 1.051
H -5.450 -2.236 3.284
H 1.090 4.157 -4.305
H -0.069 2.786 -3.119
H 5.536 1.586 3.057
H 4.163 -6.302 0.723
H 5.771 -5.697 1.126
H -1.894 2.077 4.357
H -1.491 2.293 -6.665
H 0.996 1.738 -6.990
H 0.221 -3.274 0.378
H -1.698 3.474 -3.423
H -6.623 -0.259 -0.314
H -4.136 -3.055 2.383
H 6.141 2.567 0.786
H -1.103 -0.250 1.731
H 0.137 3.916 -7.191
H 3.457 2.208 3.960
H 6.975 -3.065 0.790
H 1.266 -0.916 4.089
H 6.280 3.660 2.164
H 3.179 3.223 -0.055
H 1.084 -5.089 -0.493
H -2.061 1.072 2.624
H 3.130 3.198 2.745
H -3.841 6.438 3.969
H 1.224 -2.508 -2.295
H 3.738 0.246 2.326
H -2.835 -1.102 4.185
H 0.447 -1.482 2.589
H 1.725 -4.072 -2.246
H 5.402 -6.363 -1.304
H -3.891 0.652 -4.289
H 4.919 3.815 1.069
H -0.067 5.272 -5.046
H -1.268 -4.635 -3.220
H -5.206 5.566 3.249
H -6.819 -1.822 1.325
H -3.833 -0.397 1.333
H -1.511 1.849 -2.737
H -4.665 5.121 4.865
H -4.621 0.005 2.927
H 5.232 -2.648 0.677
H 4.408 -4.581 0.962
H -2.232 -4.769 -1.718
H 3.833 1.726 -0.796
H -0.604 3.936 4.981
H 4.691 0.556 0.884
H 6.455 -1.505 0.128
H 6.693 -4.638 -2.274
```

Calculated total energy in eV: -63836.859
Max |F| in eV/Å: 2.47
Energy relative to the best compared isomer or geometry (same formula, charge and spin) in kJ/mol: 0.0
Structure (SMILES): COCCCCCC1=CC(=O)c2ccc(F)c(CC(N)(N)N)c2C1=O.COC[C@@H](C)N.COC[C@@H](C)N.COC[C@@H](C)N.COC[C@@H](C)N
E_HOMO in eV: -9.0

[3]
Formula: C37H46BN6OS4Ti
Source: OMol25
Level of theory: the ωB97M-V functional and the def2-TZVPD basis

XYZ file:
```
96
Properties=species:S:1:pos:R:3
Ti -0.798 -1.503 -1.360
S -2.349 -2.403 0.173
S -1.296 -1.824 -10.588
S -1.833 0.611 -1.717
S 1.611 -1.675 -1.302
O -3.429 -0.205 -10.689
N -0.151 -1.509 1.382
N 1.137 0.368 0.307
N -1.320 0.709 0.849
N -1.409 0.993 2.151
N 0.918 -1.502 2.184
N 1.342 1.479 1.018
C -3.855 1.923 4.401
C -0.828 -3.665 2.128
C -2.257 1.922 2.510
C -0.905 -1.485 -3.490
C -1.013 -2.529 1.296
C 4.499 -0.550 -1.047
C 0.248 -3.634 2.964
C -1.121 -1.586 -6.099
C -1.008 -1.533 -4.716
C -3.724 3.005 -0.852
C 2.330 -2.476 3.891
C 3.814 2.925 2.978
C -2.954 -1.162 -11.196
C 3.413 0.177 -0.323
C 1.125 -2.524 2.972
C -2.424 -1.210 -8.108
C -2.035 1.270 -0.118
C 3.117 -1.182 3.691
C 2.788 3.227 1.875
C 3.232 -3.679 3.579
C -1.337 -1.681 -8.890
C 2.557 1.960 1.073
C -0.141 -2.110 -8.241
C 3.625 1.307 0.410
C 1.834 -2.553 5.343
C 1.488 3.708 2.515
C -0.035 -2.064 -6.888
C -3.022 2.619 1.539
C -2.932 2.316 0.211
C -2.406 2.222 3.991
C -2.313 -1.168 -6.752
C -1.785 -4.811 2.070
C -1.456 1.360 4.821
C 3.333 4.312 0.937
C -3.460 -1.943 -12.362
C -2.094 3.706 4.232
C 2.074 -0.284 -0.374
B -0.250 -0.283 0.402
H -2.191 3.926 5.296
H -3.062 3.559 -1.520
H -3.704 3.394 1.865
H 4.270 -0.620 -2.111
H -3.135 -0.810 -6.148
H 3.964 3.816 3.588
H 4.280 4.021 0.478
H 3.511 5.227 1.502
H -0.415 1.529 4.543
H 5.452 -0.041 -0.923
H 1.179 -1.712 5.579
H -2.862 -1.679 -13.238
H 2.621 4.538 0.141
H 3.964 -1.171 4.378
H -2.783 4.364 3.700
H -1.936 -5.142 1.042
H 4.785 2.640 2.571
H 1.075 2.952 3.183
H 3.465 2.122 3.631
H 2.499 -0.305 3.888
H 4.623 1.719 0.482
H -4.263 2.280 -1.462
H -1.077 3.952 3.926
H -1.421 -5.647 2.663
H 4.592 -1.571 -0.673
H 0.682 -2.472 -8.844
H -3.982 2.128 5.464
H 3.565 -3.663 2.540
H -2.762 -4.510 2.454
H 2.731 -4.630 3.765
H 1.688 4.611 3.093
H -1.578 1.612 5.875
H 0.871 -2.384 -6.392
H -4.437 3.700 -0.413
H 1.293 -3.479 5.543
H -4.572 2.542 3.860
H 2.687 -2.519 6.020
H 3.502 -1.102 2.672
H -4.498 -1.673 -12.545
H -1.669 0.298 4.696
H 0.443 -4.472 3.621
H -3.352 -3.013 -12.193
H -3.330 -0.873 -8.585
H -4.106 0.875 4.226
H 0.733 3.941 1.762
H 4.115 -3.646 4.218
```

2S+1: 2
⟨S²⟩: 0.797
Calculated total energy in eV: -117224.253
Max |F| in eV/Å: 0.27
Energy relative to the best compared isomer or geometry (same formula, charge and spin) in kJ/mol: 0.0
Net charge: +2
E_HOMO (alpha / beta) in eV: -12.7 / -12.8

[4]
Formula: C3H7NO2S
Source: OMol25
Level of theory: the ωB97M-V functional and the def2-TZVPD basis

XYZ file:
```
14
Properties=species:S:1:pos:R:3
S -2.237 -0.789 1.195
O 0.456 2.034 -1.415
O 1.692 0.153 -1.486
N 1.122 -0.232 1.174
C 0.742 0.973 -0.960
C -0.927 -0.752 -0.070
C 0.109 0.305 0.234
H -3.268 -1.294 0.443
H -1.521 -0.504 -0.968
H 0.607 -0.342 2.043
H -0.440 1.098 0.767
H 1.872 0.439 1.295
H -0.530 -1.759 -0.251
H 2.321 0.668 -2.002
```

Calculated total energy in eV: -19644.709
Max |F| in eV/Å: 2.12
Energy relative to the best compared isomer or geometry (same formula, charge and spin) in kJ/mol: 86.4
Structure (SMILES): N[C@H](CS)C(=O)O
E_HOMO in eV: -9.3

[5]
Formula: C5H3NO
Source: OMol25
Level of theory: the ωB97M-V functional and the def2-TZVPD basis

XYZ file:
```
10
Properties=species:S:1:pos:R:3
O -0.221 1.190 1.047
N -2.814 1.696 -0.967
C -0.651 0.615 0.079
C 2.144 -0.652 0.951
C 1.257 -0.827 0.157
C -0.030 -0.657 -0.511
C -1.874 1.163 -0.552
H 2.882 -0.448 1.693
H -0.710 -1.493 -0.293
H 0.016 -0.588 -1.605
```

Calculated total energy in eV: -8767.976
Max |F| in eV/Å: 1.21
Energy relative to the best compared isomer or geometry (same formula, charge and spin) in kJ/mol: 195.9
Structure (SMILES): C#CCC(=O)C#N
E_HOMO in eV: -10.8

[6]
Formula: C16H37N3O3P
Source: OMol25
Level of theory: the ωB97M-V functional and the def2-TZVPD basis

XYZ file:
```
60
Properties=species:S:1:pos:R:3
P -1.789 -1.060 -2.134
O 4.440 0.651 -2.513
O -2.458 2.780 1.766
O 0.787 -4.094 1.790
N -1.408 -2.560 -2.452
N -1.936 1.817 1.115
N 2.454 -0.440 -0.052
C 1.145 -0.602 1.977
C -0.530 1.104 -0.879
C 0.266 -1.281 -0.443
C -1.019 2.259 0.034
C -2.845 0.675 0.860
C 2.760 2.384 -2.792
C -1.640 3.364 -0.824
C 3.665 1.370 -3.465
C 1.332 -0.750 0.475
C 1.749 -4.469 2.774
C -3.569 0.365 2.178
C -1.970 -0.539 0.543
C 0.201 2.889 0.736
C 3.158 -4.071 2.374
C -0.966 -0.353 -0.609
C -3.898 1.015 -0.187
H 1.151 0.450 2.240
H -2.615 -1.387 0.296
H 0.846 2.125 1.153
H 1.698 -5.549 2.948
H -2.251 -3.121 -2.463
H 3.072 0.667 -4.061
H 3.220 -2.996 2.205
H -2.479 3.011 -1.420
H -1.377 -0.170 -3.150
H -1.465 -0.809 1.464
H -3.518 1.111 -1.200
H -4.358 1.087 2.368
H 2.017 -1.058 2.443
H -4.673 0.251 -0.161
H -1.959 4.202 -0.212
H -0.150 3.561 1.515
H -4.366 1.963 0.077
H 2.168 2.941 -3.522
H 0.774 3.473 0.020
H 3.877 -4.345 3.147
H 4.370 1.864 -4.132
H 0.556 1.128 -0.890
H 2.077 1.866 -2.116
H 3.450 -4.565 1.445
H -0.880 3.713 -1.520
H -0.821 1.365 -1.898
H 1.026 -4.539 0.972
H 3.343 3.091 -2.201
H -0.028 -2.292 -0.170
H 0.750 -1.371 -1.416
H -2.853 0.393 2.993
H 0.279 -1.105 2.388
H 3.105 -0.111 0.659
H -3.171 -0.907 -1.951
H 1.453 -3.965 3.693
H 3.833 0.189 -1.922
H -4.031 -0.617 2.102
```

2S+1: 2
⟨S²⟩: 0.754
Calculated total energy in eV: -37090.445
Max |F| in eV/Å: 1.41
Energy relative to the best compared isomer or geometry (same formula, charge and spin) in kJ/mol: 0.0
E_HOMO (alpha / beta) in eV: -8.5 / -8.8

[7]
Formula: C40H41Br3Cl3N3OSi2Ta
Source: OMol25
Level of theory: the ωB97M-V functional and the def2-TZVPD basis

XYZ file:
```
94
Properties=species:S:1:pos:R:3
Ta 0.450 0.157 0.584
Br 5.843 -2.812 3.673
Br -4.240 0.342 2.433
Br -2.320 2.297 7.248
Cl 1.206 3.381 1.073
Cl 2.093 2.721 -2.086
Cl 4.229 2.443 0.326
Si -1.030 0.610 -1.981
Si 2.280 2.068 -0.161
O -1.169 0.678 1.521
N 0.864 1.231 3.128
N 1.704 -2.087 -0.612
N -0.662 -2.121 1.170
C -1.909 -2.039 0.386
C 3.173 -1.903 3.383
C -0.249 -0.188 -3.481
C 0.954 -0.069 -5.586
C -0.621 1.740 4.996
C -1.229 3.298 -1.013
C -3.428 -0.264 -3.294
C -4.797 -0.476 -3.395
C -0.386 1.334 3.666
C 1.730 2.032 5.212
C -2.733 0.957 3.362
C -1.041 -2.269 2.584
C -5.058 0.106 -1.087
C -1.324 5.256 -2.397
C 3.295 1.538 3.379
C 2.808 -2.280 -1.592
C -2.846 0.118 -2.080
C -3.690 0.319 -0.994
C -2.976 1.353 4.692
C -1.306 4.447 -3.526
C -0.679 -1.469 -3.848
C 2.134 -1.265 2.717
C -1.308 4.678 -1.138
C 0.499 2.100 5.771
C 0.126 -3.287 0.763
C 0.730 -3.181 -0.622
C 0.498 -1.332 -5.935
C -1.220 3.070 -3.394
C 3.576 -0.771 0.887
C -5.613 -0.305 -2.289
C 4.418 -1.966 2.780
C -0.315 -2.036 -5.058
C -1.469 0.980 2.821
C -1.949 1.752 5.485
C 0.580 0.497 -4.374
C 4.628 -1.398 1.532
C 1.893 1.581 3.881
C 2.459 -2.103 -3.045
C 2.292 -0.695 1.449
C -1.139 2.474 -2.130
H -1.259 2.861 -0.022
H -1.583 -1.395 2.925
H -3.267 0.671 -0.067
H 1.184 -1.205 3.222
H -1.224 2.457 -4.286
H 3.356 1.163 2.371
H 2.611 2.313 5.772
H -2.502 -2.951 0.521
H 3.771 -0.322 -0.078
H -1.362 4.891 -4.511
H -1.373 6.332 -2.500
H 3.022 -2.336 4.363
H -2.494 -1.194 0.721
H -1.698 -1.906 -0.672
H -6.679 -0.474 -2.369
H -5.224 -0.769 -4.344
H 0.362 2.417 6.795
H 0.767 -1.762 -6.891
H -0.669 -3.025 -5.321
H -1.329 -2.029 -3.184
H 2.185 -2.156 0.277
H -1.687 -3.145 2.706
H 1.786 -2.883 -3.398
H 3.210 -3.290 -1.437
H -3.989 1.335 5.067
H -0.162 -2.411 3.203
H 3.592 -1.572 -1.321
H 0.938 1.487 -4.129
H 3.717 2.544 3.412
H 1.996 -1.136 -3.215
H 5.605 -1.449 1.070
H -2.819 -0.387 -4.178
H -0.002 -3.001 -1.411
H 3.903 0.905 4.028
H -0.475 -4.202 0.832
H 1.196 -4.152 -0.832
H 0.943 -3.376 1.487
H -1.357 5.301 -0.254
H 3.369 -2.155 -3.643
H -5.694 0.270 -0.227
H 1.582 0.489 -6.267
```

Calculated total energy in eV: -313662.960
Max |F| in eV/Å: 1.55
Energy relative to the best compared isomer or geometry (same formula, charge and spin) in kJ/mol: 0.0
Net charge: +1
E_HOMO in eV: -10.8

[8]
Formula: C4H9P
Source: OMol25
Level of theory: the ωB97M-V functional and the def2-TZVPD basis

XYZ file:
```
14
Properties=species:S:1:pos:R:3
P -1.944 0.318 -1.552
C 0.891 -0.033 -0.976
C -0.526 -0.412 -0.657
C 0.302 0.334 0.353
C 0.746 -0.404 1.589
H -2.704 0.586 -0.414
H 1.555 0.127 2.090
H -0.676 -1.546 -0.316
H -0.079 -0.512 2.291
H 1.102 -1.400 1.329
H 1.054 0.758 -1.693
H -1.427 1.618 -1.556
H 0.068 1.380 0.520
H 1.637 -0.812 -1.008
```

Calculated total energy in eV: -13581.248
Max |F| in eV/Å: 2.74
Energy relative to the best compared isomer or geometry (same formula, charge and spin) in kJ/mol: 5.0
Structure (SMILES): C[C@H]1C[C@@H]1P
E_HOMO in eV: -9.1

[9]
Formula: C2HCl2NO
Source: OMol25
Level of theory: the ωB97M-V functional and the def2-TZVPD basis

XYZ file:
```
7
Properties=species:S:1:pos:R:3
Cl 2.146 2.055 -0.690
Cl 1.924 -0.181 0.926
O -0.508 -2.012 -0.866
N -1.713 -0.331 0.208
C 1.149 1.074 0.246
C -1.034 -1.108 -0.322
H -1.965 0.504 0.498
```

Calculated total energy in eV: -30669.359
Max |F| in eV/Å: 4.67
Energy relative to the best compared isomer or geometry (same formula, charge and spin) in kJ/mol: 254.5
E_HOMO in eV: -9.5

[10]
Formula: C12H22BN4S2Se2V
Source: OMol25
Level of theory: the ωB97M-V functional and the def2-TZVPD basis

XYZ file:
```
44
Properties=species:S:1:pos:R:3
Se -2.069 -0.990 -1.940
Se -0.451 1.984 -1.870
V -0.199 -0.063 -0.545
S -0.770 -0.974 1.345
S 1.602 -0.974 -1.417
N -0.478 1.655 2.155
N 1.476 0.658 1.816
N 2.325 -3.402 -0.361
N 2.478 -1.732 1.046
C 2.872 -2.867 1.700
C -1.925 1.869 2.351
C 0.470 2.464 2.604
C 2.132 -4.175 -1.608
C -2.254 1.856 -2.610
C 2.764 -3.914 0.826
C -2.413 0.474 -3.199
C -0.400 3.778 -1.119
C 0.119 0.513 1.626
C -3.704 -0.891 -0.870
C 2.151 -2.081 -0.201
C 1.702 1.845 2.366
B 2.796 -0.288 1.569
H -2.966 2.080 -1.820
H -2.267 1.250 3.177
H 0.251 3.413 3.071
H -2.080 2.920 2.578
H -3.593 -1.593 -0.050
H -3.871 0.119 -0.507
H -2.325 2.619 -3.384
H 3.226 -2.846 2.717
H -0.492 4.455 -1.964
H -3.437 0.313 -3.534
H 3.452 0.304 0.759
H -1.221 3.896 -0.419
H 1.196 -3.877 -2.072
H 2.084 -5.226 -1.347
H 0.570 3.898 -0.646
H 2.986 -4.961 0.950
H 3.296 -0.390 2.648
H -4.500 -1.210 -1.537
H -1.745 0.291 -4.038
H 2.700 2.194 2.585
H -2.461 1.603 1.445
H 2.974 -3.995 -2.272
```

2S+1: 2
⟨S²⟩: 0.909
Calculated total energy in eV: -197462.345
Max |F| in eV/Å: 0.73
Energy relative to the best compared isomer or geometry (same formula, charge and spin) in kJ/mol: 8.3
Net charge: +3
E_HOMO (alpha / beta) in eV: -18.0 / -18.2

[11]
Formula: C6H13O3S3
Source: OMol25
Level of theory: the ωB97M-V functional and the def2-TZVPD basis

XYZ file:
```
25
Properties=species:S:1:pos:R:3
S 3.632 -0.911 0.001
S -3.121 -3.320 -0.015
S -1.391 -0.201 0.300
O 3.724 -2.224 0.659
O 4.216 0.139 0.750
O 3.797 -0.812 -1.469
C 1.007 -1.822 -0.569
C -0.706 2.243 -1.067
C -0.270 0.883 -0.715
C 0.814 1.428 1.566
C 1.591 -0.651 0.297
C 0.332 0.363 0.569
H 1.649 -1.196 1.341
H -0.974 2.746 -0.179
H 1.584 2.169 1.091
H -0.031 0.487 -1.698
H -3.185 -2.002 -0.350
H 0.889 -1.488 -1.688
H -1.617 2.359 -1.584
H -0.017 -2.302 -0.200
H 0.210 2.651 -1.506
H 1.341 0.830 2.420
H 1.796 -2.699 -0.463
H -2.446 -2.835 1.066
H -0.070 1.917 1.933
```

Calculated total energy in eV: -45079.627
Max |F| in eV/Å: 5.05
Energy relative to the best compared isomer or geometry (same formula, charge and spin) in kJ/mol: 193.0
Net charge: -1
E_HOMO in eV: -5.4